No. 1
This record from the OMol25 dataset describes a cluster of 2 separate species, C14H16O in total. The level of theory is wB97M-V/def2-TZVPD.

Summary:
Largest force on an atom   0.1401 hartree/bohr
Kohn-Sham gap   8.864 eV
Relative energy (zero: lowest compared OMol25 entry of this formula, charge and spin)   71.9 kcal/mol
SMILES   Cc1ccc(O)cc1.Cc1ccccc1
Lowest unoccupied orbital energy   0.822 eV

Geometry as XYZ:
```
31
C14H16O (wB97M-V/def2-TZVPD)
C 2.642 0.900 -3.613
C 0.584 0.819 -2.341
C 1.693 1.584 -2.672
C -0.537 1.394 -1.738
C 1.798 2.916 -2.252
C -0.499 2.785 -1.301
C 0.711 3.485 -1.581
H 0.486 -0.061 -2.734
H -1.323 0.841 -1.587
H 3.126 1.447 -4.433
H 2.334 0.088 -4.322
H 2.827 3.483 -2.313
H -1.435 3.202 -1.081
H 0.780 4.585 -1.326
H 3.555 0.556 -3.065
C -0.397 -3.991 3.132
C -0.858 -0.987 0.792
C -0.508 -2.230 1.290
C -1.551 -0.136 1.729
C -0.954 -2.663 2.564
C -2.074 -0.551 2.996
C -1.656 -1.804 3.495
O -1.787 1.206 1.429
H -0.640 -0.598 -0.266
H 0.137 -2.771 0.710
H -1.760 1.361 0.482
H -2.339 0.191 3.694
H -0.676 -4.902 2.624
H -0.369 -4.065 4.270
H -2.017 -2.026 4.599
H 0.705 -4.057 2.818
```

***

No. 2
This record from the OMol25 dataset describes a structure of composition C36H33AsN3O8PPtS. The level of theory is wB97M-V/def2-TZVPD.

Summary:
Largest force on an atom   0.0430 hartree/bohr
<S²>   2.02
Kohn-Sham gap (alpha / beta)   6.319 / 7.595 eV
Relative energy (zero: lowest compared OMol25 entry of this formula, charge and spin)   30.6 kcal/mol
2S+1   3
Lowest unoccupied orbital energy (alpha / beta)   -0.631 / -0.910 eV

Geometry as XYZ:
```
84
C36H33AsN3O8PPtS (wB97M-V/def2-TZVPD)
Pt -0.207 -0.040 -0.188
O 2.389 -0.410 -1.223
N 1.980 -0.119 0.073
C 2.643 0.817 0.673
C 2.522 1.008 2.094
C 3.620 1.569 2.767
C 3.703 1.556 4.142
C 2.692 0.976 4.894
C 1.567 0.488 4.256
C 1.446 0.525 2.868
P -0.159 0.056 2.152
C -1.417 1.148 2.873
C -2.653 1.168 2.227
C -3.686 1.944 2.717
C -3.497 2.697 3.864
C -2.257 2.712 4.484
C -1.208 1.961 3.983
C -0.432 -1.579 2.884
C -1.682 -1.988 3.342
C -1.826 -3.228 3.939
C -0.735 -4.073 4.072
C 0.502 -3.688 3.575
C 0.653 -2.452 2.980
H 1.920 -1.236 -1.446
H 3.421 1.358 0.141
H 4.430 1.984 2.186
H 4.567 1.975 4.635
H 2.781 0.905 5.968
H 0.776 0.034 4.834
H -2.793 0.605 1.318
H -4.628 1.971 2.190
H -4.306 3.291 4.262
H -2.098 3.325 5.359
H -0.237 2.024 4.450
H -2.528 -1.325 3.241
H -2.790 -3.527 4.321
H -0.845 -5.022 4.580
H 1.353 -4.347 3.672
H 1.615 -2.135 2.600
O -3.279 1.901 -2.077
As -2.739 0.256 -2.013
O -3.902 -0.686 -2.613
O -2.384 -0.280 -0.465
C -1.059 0.168 -2.982
C -0.924 -0.717 -4.043
C 0.261 -0.755 -4.758
C 1.304 0.094 -4.417
C 1.166 0.984 -3.367
C -0.010 1.000 -2.628
S -0.155 2.401 -1.482
O 1.207 2.684 -1.093
O -0.852 3.392 -2.274
O -0.973 2.035 -0.297
H -2.558 2.546 -2.051
H -1.769 -1.342 -4.299
H 0.371 -1.440 -5.586
H 2.228 0.070 -4.976
H 1.942 1.684 -3.097
C -0.808 -6.386 1.224
N -1.036 -5.209 0.430
N 0.007 -4.409 0.010
C -0.496 -3.159 -0.319
O 0.243 -2.268 -0.802
C -1.878 -3.200 -0.014
C -2.160 -4.444 0.471
C -3.453 -4.980 0.957
C 1.224 -4.915 -0.486
C 2.381 -4.166 -0.295
C 3.569 -4.584 -0.867
C 3.614 -5.756 -1.607
C 2.466 -6.512 -1.778
C 1.266 -6.090 -1.233
H 0.225 -6.704 1.102
H -1.475 -7.184 0.895
H -0.995 -6.180 2.283
H -2.551 -2.377 -0.165
H -4.216 -4.216 0.845
H -3.385 -5.272 2.003
H -3.745 -5.856 0.381
H 2.330 -3.257 0.283
H 4.463 -3.995 -0.727
H 4.542 -6.075 -2.056
H 2.501 -7.431 -2.346
H 0.362 -6.655 -1.410
```